DFT (wB97M-V/def2-TZVPD) results for a structure of composition C23H13BrF5N2O2S2Ti.

- E (eV) = -159556.5159
- ΔE to the lowest compared entry with this formula, charge and spin (kcal per mole) = 0.0
- total charge = -1
- LUMO level (eV) = 1.8307
- gap between HOMO and LUMO (hartree) = 0.2397

Element x y z (Å)
Ti1 0.040 -0.305 -0.159
Br1 0.182 -4.043 -0.664
C1 -0.701 -3.345 0.839
C2 -1.191 -4.244 1.779
C3 -1.912 -3.755 2.852
C4 -2.157 -2.393 2.936
C5 -1.641 -1.577 1.950
N1 -0.891 -2.036 0.937
C6 -1.947 -0.083 1.928
O1 -2.588 0.400 2.838
O2 -1.482 0.504 0.884
H1 -1.005 -5.299 1.650
H2 -2.294 -4.436 3.601
H3 -2.736 -1.932 3.722
C7 3.913 -0.378 -2.783
C8 2.906 -0.666 -1.701
S1 1.218 -0.599 -2.172
C9 3.241 -1.011 -0.444
C10 4.658 -1.150 0.032
S2 2.010 -1.394 0.734
H4 3.413 -0.026 -3.683
H5 4.493 -1.266 -3.051
H6 4.621 0.398 -2.480
H7 5.372 -0.803 -0.714
H8 4.892 -2.194 0.260
H9 4.820 -0.580 0.949
F1 0.863 1.001 2.566
C11 1.265 1.877 1.617
C12 1.014 1.615 0.283
C13 1.440 2.601 -0.583
F2 1.215 2.514 -1.912
C14 2.108 3.750 -0.176
F3 2.506 4.674 -1.067
C15 2.360 3.947 1.167
F4 3.006 5.046 1.586
C16 1.927 3.000 2.080
F5 2.160 3.188 3.389
N2 -5.467 -0.156 -5.302
C17 -4.622 -0.237 -4.526
C18 -3.567 -0.341 -3.557
C19 -2.716 0.740 -3.331
C20 -1.699 0.619 -2.399
C21 -1.496 -0.556 -1.667
C22 -2.370 -1.616 -1.912
C23 -3.392 -1.524 -2.843
H10 -2.852 1.659 -3.887
H11 -1.043 1.472 -2.253
H12 -2.257 -2.552 -1.375
H13 -4.055 -2.360 -3.024